C10H19NO4S2Sm | wB97M-V/def2-TZVPD

Element x y z (Å)
Sm1 -0.5980 -0.0025 0.5657
S1 -0.4674 -2.7726 -0.1180
S2 -0.5226 2.7944 0.0058
C1 0.7671 -3.5365 1.0027
C2 0.4351 -2.5053 -1.7158
C3 1.2437 -1.2264 -1.9595
N1 0.4407 0.0342 -1.7974
C4 1.1184 1.3626 -1.9822
C5 0.2166 2.5660 -1.6816
H1 -0.3207 -2.6070 -2.5027
H2 1.0980 -3.3669 -1.8090
H3 1.6248 -1.2795 -2.9898
H4 2.1274 -1.1541 -1.3112
H5 1.4329 1.4625 -3.0310
H6 2.0400 1.3700 -1.3850
H7 -0.6326 2.5693 -2.3759
H8 0.7806 3.4824 -1.8697
C6 0.8443 3.5059 1.0090
H9 -0.3271 -0.0102 -2.4778
H10 1.7167 2.9029 0.8014
H11 0.5900 3.3911 2.0570
H12 1.0449 4.5482 0.8200
H13 0.4363 -3.3897 2.0245
H14 1.6884 -2.9902 0.8641
H15 0.9270 -4.5899 0.8475
C7 -3.1833 -0.0502 0.3919
C8 -2.8771 -0.0751 -0.9509
H16 -3.4716 0.8898 0.9101
H17 -3.4165 -0.9779 0.9589
H18 -2.9268 0.8453 -1.5710
H19 -2.8619 -1.0262 -1.5246
O1 -0.9182 -0.0518 4.8478
C9 -0.6138 -0.0368 3.6898
O2 -1.3668 -0.0323 2.6071
C10 1.0072 -0.0182 3.3138
O3 1.7064 -0.0193 4.3121
O4 1.2181 -0.0059 2.0241

Summary:
**2S+1**: 6
**Kohn-Sham gap (spin up / spin down)**: 6.34 / 6.65 eV
**HOMO (spin up / spin down)**: -11.016 / -11.051 eV
**Total charge**: +1

---

C10H19O3Si | wB97M-V/def2-TZVPD

Element x y z (Å)
C1 -1.1512 1.3098 -0.4208
C2 -2.8458 0.0101 0.4103
C3 -1.3243 2.8227 -0.5706
C4 1.6931 0.8561 1.6802
C5 2.2019 1.5023 -0.6438
C6 -0.7640 -2.2077 1.4537
C7 -1.0221 -1.8492 -1.7083
C8 1.6248 -2.1692 -0.5398
C9 1.1199 1.4834 0.4600
C10 -0.0969 0.6990 0.0398
O1 -2.4516 0.4482 1.4974
O2 -2.3986 0.7735 -0.7478
O3 -3.5369 -0.9516 0.1652
Si1 -0.1000 -1.3036 -0.0617
H1 -1.7627 2.8097 -1.5369
H2 -0.3801 3.2675 -0.6014
H3 -1.9356 3.2194 0.1682
H4 0.8758 0.2278 2.2348
H5 2.4154 0.1230 1.2871
H6 2.1422 1.6262 2.2360
H7 2.4861 0.5224 -0.8532
H8 1.8125 2.0958 -1.5208
H9 3.0431 2.1813 -0.4228
H10 -0.6766 -1.6245 2.4257
H11 -1.8748 -2.4143 1.3658
H12 -0.3689 -3.1864 1.4966
H13 -0.3184 -2.3316 -2.3847
H14 -1.9440 -2.3945 -1.6215
H15 -1.2095 -0.7504 -2.1824
H16 2.1891 -2.3048 0.3407
H17 1.4434 -3.1940 -0.8797
H18 2.3492 -1.7920 -1.3281
H19 0.7655 2.4955 0.7628

Summary:
**ΔE to the lowest compared entry with this formula, charge and spin**: 2.008 eV
**Kohn-Sham gap**: 7.85 eV
**HOMO**: -4.484 eV
**Total charge**: -1

---

C10H20BCl2N4O | wB97M-V/def2-TZVPD

Element x y z (Å)
C1 3.3372 1.6100 2.5076
C2 2.2162 2.0905 1.5707
C3 2.0304 1.1599 0.4028
C4 2.7317 1.4277 -0.7765
N1 2.5842 0.6384 -1.8296
N2 1.8233 -0.4332 -1.8925
C5 1.1629 -0.7554 -0.7930
B1 0.2737 -2.0975 -0.9368
N3 0.3650 -3.2447 -0.0682
O1 -0.5864 -2.0795 -1.9883
C6 1.2389 0.0366 0.3889
C7 0.4402 -0.4144 1.5826
N4 -0.9628 -0.5799 1.2156
C8 -1.5734 0.6495 0.7030
H1 3.7074 2.4338 3.1168
H2 4.1653 1.1814 1.9376
H3 2.9756 0.8264 3.1777
H4 1.2756 2.2072 2.1125
H5 2.4775 3.0783 1.1818
H6 3.4024 2.2737 -0.8777
H7 3.0875 0.8387 -2.6881
H8 1.2170 -3.2880 0.4786
H9 -0.4092 -3.2676 0.5878
H10 -0.7674 -2.9709 -2.3135
H11 0.8536 -1.3780 1.8998
H12 0.5848 0.2853 2.4185
H13 -1.4706 -0.8658 2.0453
H14 -1.0993 0.9478 -0.2364
H15 -2.6236 0.4475 0.4820
H16 -1.5431 1.4856 1.4147
Cl1 -4.7204 -1.3034 -0.2234
C9 -3.6017 -0.9359 -1.5639
C10 -3.8785 0.4092 -2.1852
Cl2 -5.4214 0.4407 -3.0675
H17 -3.6873 -1.7308 -2.3001
H18 -2.5990 -0.9566 -1.1478
H19 -3.0924 0.6398 -2.9034
H20 -3.9140 1.1939 -1.4324

Summary:
**Kohn-Sham gap**: 8.06 eV
**HOMO**: -12.719 eV
**Total charge**: +1

---

C10H20BF4N3O5PPtS | wB97M-V/def2-TZVPD

Element x y z (Å)
Pt1 1.2205 0.6911 -0.4554
C1 0.4092 -0.1682 5.0142
O1 1.3364 0.7196 4.3586
C2 1.5029 0.5330 3.0586
O2 0.9723 -0.3416 2.4022
N1 2.3837 1.4357 2.5584
N2 2.6950 1.4254 1.2039
H1 0.6177 -0.0790 6.0725
H2 0.5567 -1.1900 4.6795
H3 -0.6111 0.1411 4.8030
H4 2.9191 2.0066 3.1891
H5 3.5416 0.8967 1.0245
H6 2.8558 2.3731 0.8757
S1 0.7484 0.5797 -2.7169
C3 -0.3849 -0.7150 -2.9951
N3 -1.5606 -0.3926 -3.5586
C4 -2.5019 -1.2871 -3.9252
C5 -2.2842 -2.6192 -3.7225
C6 -1.0795 -3.0101 -3.1346
C7 -0.1358 -2.0653 -2.7823
H7 -1.7287 0.5984 -3.6925
H8 -3.4040 -0.8899 -4.3703
H9 -3.0283 -3.3459 -4.0193
H10 -0.8826 -4.0646 -2.9731
H11 0.8160 -2.3435 -2.3500
C8 -3.2420 0.1114 -0.5840
O3 -1.8444 0.3872 -0.8505
P1 -0.7775 0.1653 0.3112
O4 -1.3619 1.0107 1.5083
C9 -1.2162 2.4517 1.4916
O5 -1.0690 -1.3059 0.7776
C10 -0.0764 -2.3581 0.8725
H12 -3.6580 -0.3551 -1.4733
H13 -3.7620 1.0459 -0.3877
H14 -3.3672 -0.5620 0.2608
H15 -1.9554 2.9000 0.8286
H16 -0.2184 2.7399 1.1624
H17 -1.3797 2.7945 2.5073
H18 -0.5769 -3.2799 0.5981
H19 0.2936 -2.4134 1.8878
H20 0.7579 -2.1658 0.2007
F1 3.3512 0.6301 -1.2461
B1 3.7504 2.0301 -1.5727
F2 4.6882 2.4158 -0.6177
F3 4.1556 2.1031 -2.8700
F4 2.5344 2.7662 -1.3494

Summary:
**ΔE to the lowest compared entry with this formula, charge and spin**: 1.804 eV
**Kohn-Sham gap**: 7.82 eV
**HOMO**: -12.068 eV
**Total charge**: +1